C58H53FN7O7P2ReSTe | wB97M-V/def2-TZVPD

XYZ file:
```
131
Properties=species:S:1:pos:R:3:forces:R:3
Re 0.27090 -0.41637 -1.05811 -0.35 -0.31 -0.79
Te -2.71662 -4.21334 -2.30911 -0.04 -0.68 1.02
C -3.07059 -5.52357 -0.61533 -0.17 0.40 -0.57
C -4.15588 -5.25186 0.20665 0.01 0.01 0.01
C -4.39544 -6.08944 1.28690 -0.17 0.36 -0.13
N -3.63554 -7.12844 1.58017 -0.11 -0.38 0.56
C -2.59877 -7.38038 0.80214 0.32 -0.01 -0.28
C -2.27072 -6.61490 -0.30991 -0.07 -0.01 -0.10
C -1.47208 -2.90456 -1.24526 1.02 0.97 -0.80
P -1.96483 -1.19540 -1.43611 0.02 -2.16 -0.18
C -2.42010 -0.82449 -3.15580 0.07 0.21 -0.03
C -3.31815 0.15692 -3.56263 0.14 0.00 0.02
C -3.58889 0.33028 -4.90921 -0.13 0.16 -0.07
C -2.96067 -0.44999 -5.86451 0.04 -0.03 -0.01
C -2.00414 -1.37245 -5.47387 -0.05 0.04 -0.07
C -1.73255 -1.53862 -4.13132 0.06 0.02 0.13
C -3.49297 -1.17316 -0.43819 0.00 0.31 0.10
C -4.76272 -0.84099 -0.89716 0.11 0.04 -0.05
C -5.82043 -0.75660 -0.00613 -0.14 0.02 -0.02
C -5.62953 -1.01307 1.34091 -0.03 -0.02 0.01
C -4.38301 -1.41976 1.79037 -0.12 0.03 0.08
C -3.32940 -1.51132 0.90235 0.06 -0.12 -0.13
P 0.35893 -2.88417 -1.09469 -2.29 -0.42 0.31
C 0.82879 -3.49792 0.56285 0.12 0.00 -0.18
C 0.05070 -4.50915 1.11211 0.00 0.19 -0.03
C 0.42588 -5.12218 2.29438 -0.02 -0.10 -0.09
C 1.58276 -4.72287 2.94083 0.01 -0.02 0.11
C 2.34770 -3.69757 2.41322 0.15 0.02 0.02
C 1.98090 -3.08984 1.22646 -0.03 -0.17 -0.10
C 0.80732 -4.36752 -2.11591 0.27 0.29 -0.15
C 1.43460 -5.46002 -1.52475 -0.03 0.08 0.03
C 1.75234 -6.58231 -2.26914 -0.01 -0.15 -0.03
C 1.46022 -6.63640 -3.62093 0.04 -0.02 0.07
C 0.86718 -5.54318 -4.22543 0.00 0.07 -0.09
C 0.55301 -4.41867 -3.48234 0.18 0.08 0.05
H -4.80056 -4.40628 0.01011 -0.05 0.03 0.02
H -5.24051 -5.91987 1.94264 -0.08 0.08 0.03
H -2.00222 -8.24066 1.07835 0.11 -0.06 -0.05
H -1.41028 -6.85975 -0.91585 0.08 -0.06 -0.05
H -3.78836 0.79664 -2.83555 -0.14 0.04 0.05
H -4.29365 1.08839 -5.22054 -0.07 0.04 0.01
H -3.19582 -0.31744 -6.90980 0.00 0.02 -0.09
H -1.46533 -1.94837 -6.21149 0.06 -0.03 -0.05
H -0.93498 -2.18626 -3.80449 -0.14 -0.10 -0.08
H -4.94222 -0.66187 -1.94522 -0.01 0.02 -0.01
H -6.80013 -0.47310 -0.36475 -0.06 -0.04 -0.06
H -6.45373 -0.91470 2.03308 -0.05 -0.02 0.04
H -4.23404 -1.65462 2.83335 0.07 -0.06 0.12
H -2.35689 -1.84071 1.23368 0.00 -0.06 0.05
H -0.85303 -4.80879 0.59989 -0.02 -0.05 0.02
H -0.18452 -5.91513 2.70144 -0.07 -0.09 0.07
H 1.88508 -5.20652 3.85702 0.02 -0.06 0.12
H 3.24977 -3.37221 2.91545 -0.01 -0.01 0.05
H 2.58953 -2.28561 0.85082 0.03 -0.06 -0.08
H 1.69573 -5.43832 -0.47934 0.05 -0.05 0.02
H 2.24291 -7.41335 -1.78406 0.04 -0.09 0.03
H 1.71635 -7.51134 -4.19885 0.00 -0.09 -0.06
H 0.65730 -5.55618 -5.28428 -0.03 0.00 -0.11
H 0.14773 -3.56406 -3.99835 -0.08 0.00 -0.02
C -4.02280 -2.76247 6.57861 0.05 -0.05 0.03
C -3.01496 -2.43233 5.51748 -0.01 0.13 0.02
C -2.77223 -3.30978 4.46583 0.08 0.15 0.11
C -1.82676 -3.02559 3.50126 0.19 0.14 -0.24
C -1.09101 -1.84568 3.56630 -0.79 0.00 0.86
C -1.33431 -0.95330 4.60101 0.16 0.00 -0.21
C -2.28519 -1.25127 5.56239 -0.10 -0.09 0.01
S 0.26844 -0.09821 2.13324 -1.16 -0.36 -0.01
O -0.11796 -1.63347 2.63339 0.72 0.31 -0.59
O 1.54588 -0.28081 1.47462 0.89 0.00 0.00
N -0.76152 -0.01543 0.83247 1.67 -1.18 -0.40
C -1.63431 1.00461 0.73914 -1.25 1.61 0.07
C -1.97763 1.82439 1.83541 -0.04 -0.18 -0.10
C -2.75922 2.93292 1.62192 0.02 0.06 -0.23
C -3.20971 3.21722 0.33497 -0.09 -0.04 0.04
C -2.91500 2.30907 -0.66080 -0.14 0.45 0.12
N -2.16621 1.23439 -0.47860 0.69 0.15 0.46
H -4.88179 -3.27488 6.15022 -0.07 -0.03 0.02
H -4.37150 -1.86580 7.08769 -0.02 0.01 0.03
H -3.57957 -3.42533 7.32317 -0.05 -0.02 0.07
H -3.32944 -4.23288 4.40067 -0.08 -0.11 -0.04
H -1.65802 -3.70973 2.68654 0.01 -0.01 -0.04
H -0.76883 -0.03387 4.64264 0.03 0.08 0.18
H -2.44894 -0.55737 6.37420 -0.05 0.10 0.06
H -1.61756 1.57131 2.81988 -0.07 0.06 0.12
H -3.01719 3.58840 2.44029 0.00 0.02 0.13
H -3.79031 4.09916 0.12107 -0.12 0.05 -0.02
H -3.27888 2.46939 -1.66696 -0.06 -0.01 -0.09
C 4.69157 5.14397 -4.02109 -0.25 0.08 0.08
C 3.22642 5.40788 -3.68371 0.54 0.33 -0.35
N 2.66794 4.37074 -2.83717 -0.34 -0.62 -0.26
C 2.10338 3.29209 -3.44600 0.09 0.30 0.30
C 1.46819 2.27696 -2.80458 -0.30 -0.71 0.56
C 0.91357 1.13753 -3.67852 0.19 1.08 -0.80
O 0.81077 1.37033 -4.87143 0.16 0.10 0.11
O 0.62719 0.01993 -3.14634 -0.49 -1.07 1.97
C 1.31988 2.35659 -1.38133 0.54 0.73 -0.94
O 0.61372 1.61615 -0.66744 0.22 -0.06 0.03
C 2.04720 3.43373 -0.72822 0.13 0.12 0.04
C 2.07814 3.46187 0.66527 0.14 0.32 0.05
C 2.75696 4.45333 1.32520 -0.28 -0.42 0.07
F 2.71321 4.45233 2.68216 0.01 0.06 -0.27
C 3.46784 5.43641 0.63305 0.01 -0.09 -0.55
C 3.44677 5.39491 -0.76120 -0.05 0.10 0.23
C 2.73242 4.42018 -1.46532 -0.36 -0.24 0.53
N 4.25138 6.42983 1.26435 -0.13 -0.12 0.07
C 4.03253 7.81957 0.91726 -0.05 0.16 -0.01
C 5.41574 8.50287 0.89933 -0.59 0.35 -0.48
N 6.32239 7.68190 1.74501 0.55 -0.05 -0.08
C 5.65313 7.32364 3.01898 -0.32 -0.22 0.63
C 4.55292 6.30269 2.67998 -0.01 -0.19 0.24
H 5.07876 5.95328 -4.63409 0.09 0.05 -0.06
H 4.78231 4.21425 -4.57612 0.07 -0.08 -0.05
H 5.29282 5.06192 -3.11787 0.09 -0.01 0.05
H 2.64028 5.43584 -4.60553 -0.01 0.05 0.20
H 3.10920 6.37415 -3.18748 -0.12 -0.10 -0.07
H 2.15549 3.25539 -4.52593 -0.06 0.07 -0.06
H 1.55469 2.70047 1.22271 -0.05 -0.07 0.04
H 4.01576 6.13588 -1.29764 0.13 0.06 -0.08
H 3.37132 8.30904 1.64670 0.04 -0.03 -0.06
H 3.55556 7.89897 -0.05720 0.08 0.06 0.07
H 5.36126 9.51520 1.30062 0.17 -0.10 0.06
H 5.82549 8.54449 -0.11074 0.10 -0.05 0.13
H 7.21536 8.15681 1.89942 -0.11 -0.13 -0.06
H 6.48028 6.79482 1.24397 0.10 0.29 0.06
H 5.24297 8.23113 3.46452 0.13 0.02 -0.17
H 6.37176 6.89665 3.71759 0.07 0.09 -0.13
H 3.68603 6.48266 3.32784 0.14 0.02 -0.07
H 4.90429 5.28778 2.86943 0.00 0.11 0.03
O 2.46639 -2.61071 -1.51312 0.71 1.12 -0.01
N 3.07002 -1.53291 -1.57135 1.97 -1.61 -0.62
O 2.49690 -0.47974 -1.28878 -1.84 1.01 0.71
```
Positions in Å, forces in eV/Å.

Results
E_tot   -4678.6371 Ha
Charge   +1
Multiplicity   4
LUMO energy (spin up / spin down)   -3.428 / -3.431 eV
Kohn-Sham gap (spin up / spin down)   4.79 / 4.55 eV
Expectation value of S²   3.792